No. 1
The following is a DFT calculation (ωB97M-V with the def2-TZVPD basis set) of a single C27H35N3O3 molecule.

energy above the lowest of the compared OMol25 structures with the same formula, charge and spin = 40.1 kcal/mol
Kohn-Sham gap = 8.53 eV
SMILES = Cc1ccc(C(=O)N/C(=C\c2ccc(C(C)C)cc2)C(=O)NCCCN2CCOCC2)cc1
DFT total energy = -39180.9340 eV

XYZ file:
```
68
Properties=species:S:1:pos:R:3:lowdin_charge:R:1
C -3.5102 -2.8020 2.6008 -0.040
C -2.4079 -2.6112 1.6071 -0.285
C -1.3799 -1.7093 1.8612 -0.030
C -0.3734 -1.4949 0.9394 -0.014
C -0.3807 -2.1818 -0.2716 -0.148
C -1.3930 -3.1057 -0.5194 -0.014
C -2.3961 -3.3115 0.4059 -0.043
H -3.1775 -4.0280 0.1975 0.116
H -1.3723 -3.6613 -1.4453 0.122
C 0.7133 -2.0620 -1.2679 -0.446
O 1.0958 -3.0031 -1.9381 0.078
N 1.3196 -0.8423 -1.4026 0.123
C 0.9401 0.4001 -0.8803 -0.186
C 1.8132 1.2842 -0.3645 0.032
C 3.2380 1.1138 -0.1493 -0.208
C 4.0547 2.2476 -0.1328 -0.025
C 5.4166 2.1394 0.0575 -0.023
C 6.0172 0.9016 0.2597 -0.213
C 5.2026 -0.2251 0.2750 -0.023
C 3.8407 -0.1274 0.0719 -0.021
H 3.2386 -1.0215 0.1286 0.110
H 5.6340 -1.1994 0.4508 0.114
C 7.5060 0.7954 0.4712 -0.391
C 7.8169 0.2333 1.8604 -0.064
H 7.4434 -0.7828 1.9593 0.075
H 8.8914 0.2217 2.0287 0.077
H 7.3522 0.8461 2.6299 0.082
C 8.1506 -0.0639 -0.6186 -0.065
H 9.2306 -0.0836 -0.4909 0.077
H 7.9259 0.3406 -1.6033 0.082
H 7.7821 -1.0857 -0.5752 0.075
H 7.9321 1.8030 0.4080 0.130
H 6.0265 3.0319 0.0549 0.112
H 3.6081 3.2196 -0.2850 0.114
H 1.4036 2.2512 -0.1052 0.125
C -0.4812 0.8471 -1.0537 -0.456
O -0.9661 1.7167 -0.3537 0.060
N -1.1289 0.2761 -2.0913 0.092
C -2.4621 0.6497 -2.5034 -0.164
C -3.4996 -0.4218 -2.1644 -0.144
H -4.4105 -0.2196 -2.7280 0.106
H -3.1269 -1.4076 -2.4498 0.105
C -3.8069 -0.4011 -0.6664 -0.199
N -4.4762 0.8368 -0.3094 -0.167
C -5.9210 0.7225 -0.3058 -0.169
C -6.5300 2.1082 -0.0903 -0.201
H -7.6180 2.0477 -0.0222 0.123
O -6.0877 2.6801 1.1163 -0.134
C -4.6802 2.7784 1.1257 -0.190
C -4.0177 1.4143 0.9415 -0.162
H -2.9359 1.5460 0.8884 0.104
H -4.2676 0.7705 1.8047 0.126
H -4.4102 3.2123 2.0896 0.125
H -4.3491 3.4466 0.3177 0.128
H -6.2501 2.7559 -0.9351 0.126
H -6.2531 0.3242 -1.2668 0.122
H -6.2723 0.0459 0.4964 0.128
H -4.4081 -1.2820 -0.3935 0.120
H -2.8646 -0.4605 -0.1205 0.098
H -2.4505 0.8417 -3.5808 0.121
H -2.7198 1.5669 -1.9699 0.118
H -0.6762 -0.4595 -2.6113 0.140
H 2.1948 -0.8649 -1.9154 0.162
H 0.4257 -0.8103 1.1791 0.119
H -1.3659 -1.1688 2.7963 0.120
H -3.1225 -2.7905 3.6171 0.082
H -4.0333 -3.7397 2.4305 0.079
H -4.2308 -1.9881 2.5107 0.076
```

***

No. 2
The following is a DFT calculation (ωB97M-V with the def2-TZVPD basis set) of a 2-piece molecular cluster, C27H36BFN3O7PS overall in a non-equilibrium geometry.

Kohn-Sham gap = 7.67 eV
SMILES = CNCN1C(=O)c2c(C[C@H](C)F)c(CCC(=O)Nc3ccccc3)c([PH2]=S)c(CB(O)O)c2C1=O.CCOC(C)=O
DFT total energy = -70906.6301 eV

XYZ file:
```
77
Properties=species:S:1:pos:R:3:lowdin_charge:R:1
C -1.2082 -5.5183 1.2399 -0.131
N -0.1655 -4.8788 0.4214 -0.081
C -0.0999 -3.4396 0.6492 -0.177
N -0.0443 -2.6472 -0.5839 0.056
C 0.7517 -1.4766 -0.5011 -0.320
O 1.9574 -1.5005 -0.3735 0.107
C -0.2065 -0.3156 -0.6578 -0.020
C -0.0226 1.0342 -0.4943 -0.109
C 1.3768 1.5072 -0.1006 -0.050
C 2.0627 2.0872 -1.3622 -0.357
C 2.0698 1.0920 -2.5185 -0.010
F 3.3382 2.5310 -1.0864 -0.002
C -1.0950 1.8992 -0.6907 -0.157
C -0.9575 3.3998 -0.4872 -0.146
C -0.6280 3.7917 0.9773 -0.077
C -1.5158 2.9940 1.9174 -0.418
O -2.7136 2.9715 1.7138 0.076
N -0.9153 2.3147 3.0337 0.123
C -1.9528 1.7436 3.8809 -0.281
C -2.3382 2.4836 4.9562 -0.035
C -3.2907 2.0206 5.8295 -0.073
C -3.8475 0.7876 5.5885 -0.097
C -3.4550 0.0566 4.5076 -0.091
C -2.5130 0.5180 3.6254 -0.030
C -2.3149 1.3705 -1.0948 -0.248
P -3.7345 2.5048 -1.4122 0.476
S -3.3003 3.6501 -2.9526 0.125
C -2.5120 0.0041 -1.2948 -0.153
C -3.8054 -0.6270 -1.7725 -0.027
B -4.7051 -1.0929 -0.5422 -0.633
O -5.8324 -0.3192 -0.2267 0.121
O -4.4151 -2.1761 0.2174 0.195
C -1.4386 -0.7961 -1.0581 -0.028
C -1.3009 -2.2930 -1.1646 -0.304
O -2.0218 -3.1250 -1.6669 0.148
H -2.1795 -5.4847 0.7413 0.076
H -0.9447 -6.5736 1.3558 0.077
H -1.2834 -5.1085 2.2580 0.073
H 0.6999 -5.3025 0.7298 0.097
H -0.9309 -3.1178 1.2907 0.132
H 0.8175 -3.2374 1.2134 0.134
H 1.3603 2.2147 0.7233 0.098
H 1.9538 0.6242 0.1793 0.108
H 1.4383 2.9210 -1.6977 0.124
H 1.0803 1.0138 -2.9761 0.093
H 2.3521 0.0919 -2.1849 0.060
H 2.7325 1.4484 -3.3106 0.094
H -1.8732 3.9182 -0.7531 0.028
H -0.1964 3.8238 -1.1434 0.116
H 0.4297 3.7583 1.2316 0.100
H -0.9282 4.8378 1.1022 0.134
H -0.4411 1.5104 2.6155 0.128
H -1.9099 3.4620 5.1452 0.123
H -3.5880 2.6085 6.6881 0.109
H -4.5932 0.4066 6.2773 0.108
H -3.8923 -0.9123 4.2877 0.108
H -2.2055 -0.0525 2.7553 0.116
H -4.8802 1.7753 -1.7459 -0.021
H -3.9248 3.2694 -0.2456 -0.003
H -4.3201 0.0494 -2.4525 0.087
H -3.5293 -1.5091 -2.3612 0.115
H -6.5097 -0.3959 -0.9066 0.108
H -5.1770 -2.3314 0.7920 0.119
O 7.1486 -1.8388 -5.1567 0.106
C 6.9395 -1.6348 -3.9936 -0.532
O 5.7114 -1.2484 -3.6019 0.002
C 5.3119 -1.1431 -2.2316 -0.229
C 5.7095 0.1915 -1.6356 -0.060
C 8.0470 -1.7221 -2.9692 0.008
H 5.6880 -1.9882 -1.6524 0.115
H 4.2266 -1.2305 -2.2354 0.102
H 6.7924 0.3230 -1.6302 0.068
H 5.3466 0.2761 -0.6108 0.084
H 5.2923 1.0090 -2.2228 0.073
H 8.6117 -0.7907 -2.9776 0.095
H 8.7066 -2.5401 -3.2503 0.090
H 7.7047 -1.9273 -1.9576 0.067
```

***

No. 3
The following is a DFT calculation (ωB97M-V with the def2-TZVPD basis set) of C27H36BiClIN3O5S2Si2 as an isolated structure.

Kohn-Sham gap = 6.02 eV
net charge = -2
DFT total energy = -107187.1271 eV

XYZ file:
```
78
Properties=species:S:1:pos:R:3:lowdin_charge:R:1
Bi -0.0127 0.1516 0.1813 1.853
C 1.5551 2.1535 4.5821 -0.036
C 1.7960 1.6544 3.1606 -0.536
C 3.2873 1.5795 2.8713 -0.036
O 1.3048 0.3145 3.0297 -0.065
C 1.1925 2.6496 2.1245 -0.617
O 1.2742 3.8461 2.4109 0.016
O 0.7181 2.1988 1.0143 -0.212
H 1.9569 1.4158 5.2821 0.081
H 0.4888 2.2894 4.7855 0.077
H 2.0437 3.1145 4.7305 0.079
H 3.7777 0.9382 3.6116 0.092
H 3.7126 2.5829 2.9147 0.093
H 3.4455 1.1588 1.8782 0.015
H 0.3827 0.3058 3.3052 0.065
Cl 5.5727 -5.2791 1.0125 0.596
C 4.6846 -3.7650 0.8557 -0.623
C 5.3779 -2.5969 0.7171 -0.213
C 4.6971 -1.3802 0.5781 -0.634
I 5.8240 0.3521 0.2486 0.849
C 3.2874 -1.2547 0.5561 -0.508
O 2.6615 -0.1702 0.3978 -0.238
C 2.5828 -2.5279 0.7313 -0.158
N 1.2261 -2.4596 0.7033 0.057
C 0.5159 -3.5619 0.7681 -0.172
C 1.1119 -4.8354 0.8725 -0.051
C 2.4728 -4.9300 0.9173 -0.048
C 3.2665 -3.7632 0.8465 -0.185
H 6.4589 -2.6161 0.7071 0.077
H -0.5646 -3.4457 0.7208 -0.011
H 0.4853 -5.7199 0.8922 0.099
H 2.9627 -5.8917 0.9873 0.076
C 2.0914 1.0220 -4.0890 -0.175
Si 1.0857 -0.2653 -3.1624 0.361
C 0.1434 -1.3464 -4.3632 -0.172
C 2.3701 -1.3825 -2.4237 -0.161
N 0.0304 0.4747 -1.9842 -0.254
C -1.0329 1.2997 -2.4460 -0.300
C -1.2265 1.6407 -3.7895 -0.078
C -2.2624 2.4701 -4.2142 -0.135
C -3.1412 2.9871 -3.2792 -0.135
C -2.9812 2.6518 -1.9394 -0.070
C -1.9575 1.8016 -1.4912 -0.315
N -1.7908 1.4384 -0.1584 -0.264
Si -2.7733 2.1139 1.0869 0.327
C -4.5803 1.6435 0.9394 -0.171
C -2.2072 1.4780 2.7514 -0.174
C -2.6237 3.9703 1.2014 -0.166
H 2.8740 0.5170 -4.6684 0.023
H 2.5821 1.6761 -3.3576 0.037
H 1.5182 1.6571 -4.7689 0.012
H 0.8533 -1.9449 -4.9483 0.026
H -0.5027 -0.8042 -5.0587 0.017
H -0.4946 -2.0276 -3.7894 -0.004
H 2.9413 -1.8115 -3.2549 0.039
H 1.9277 -2.2096 -1.8528 0.037
H 3.0589 -0.8363 -1.7720 0.020
H -0.5561 1.2473 -4.5399 0.054
H -2.3664 2.7033 -5.2689 0.082
H -3.9505 3.6439 -3.5791 0.083
H -3.6756 3.0604 -1.2136 0.059
H -4.6454 0.5524 0.8501 0.009
H -5.0749 2.0858 0.0696 0.016
H -5.1286 1.9534 1.8391 0.024
H -2.1377 0.3813 2.7799 0.000
H -2.9032 1.7932 3.5351 0.033
H -1.2386 1.9348 2.9743 0.011
H -3.1066 4.4948 0.3705 0.017
H -1.5579 4.2367 1.2049 0.036
H -3.0701 4.3269 2.1391 0.026
C -5.3170 -2.6049 0.5118 -0.142
O -4.3825 -3.0218 -0.4799 -0.271
C -3.0489 -2.7616 -0.3633 -1.328
S -2.1053 -3.3718 -1.6048 0.516
S -2.4804 -1.8537 0.9592 0.499
H -5.9064 -1.7757 0.1194 0.081
H -4.8234 -2.2931 1.4270 0.012
H -5.9733 -3.4532 0.7070 0.076
```

***

Values of E_HOMO, in order: -8.39; -8.56; -2.16, all in eV.